This record from the Open Molecules 2025 dataset describes a structure of composition C24H44O3P2ReS. The level of theory is ωB97M-V/def2-TZVPD.

Each line ends with the Mulliken charge.
Positions of all 75 atoms, in Å:
Re 0.605 -0.500 -2.469  0.502
C -0.744 -1.929 -0.446  0.657
C 0.519 -2.217 -1.119  1.970
C 0.761 -0.345 0.273  1.140
C -0.572 -0.804 0.387  0.059
C 1.484 -1.226 -0.635  0.169
C -1.944 -2.796 -0.465  -2.117
H -1.756 -3.740 -0.988  0.366
H -2.800 -2.298 -0.946  0.359
H -2.255 -3.036 0.564  0.531
C -1.587 -0.234 1.302  -1.495
H -2.423 -0.926 1.439  0.420
H -1.982 0.711 0.892  0.035
H -1.139 -0.015 2.280  0.351
C 1.360 0.696 1.123  -1.863
H 1.308 0.409 2.185  0.509
H 0.818 1.646 1.001  0.218
H 2.407 0.858 0.861  0.464
C 2.971 -1.389 -0.651  -1.384
H 3.311 -1.765 0.325  0.397
H 3.457 -0.426 -0.837  0.323
H 3.284 -2.103 -1.418  0.338
C 0.896 -3.571 -1.639  -1.645
H 1.091 -4.249 -0.793  0.402
H 1.802 -3.532 -2.249  0.367
H 0.081 -4.004 -2.233  0.384
C -1.048 0.357 -2.884  0.729
C -2.080 -0.453 -3.652  -1.001
C -1.827 -1.914 -3.880  -0.468
C -0.505 -2.201 -4.631  -1.278
C 0.758 -1.506 -4.061  -1.057
C 1.855 1.015 -2.643  1.600
C 0.960 1.975 -3.410  -1.426
C -0.478 1.517 -3.729  -1.276
H -2.645 -2.321 -4.494  0.794
H -0.608 -1.889 -5.682  0.268
H -1.872 -2.469 -2.927  -0.141
H -0.551 1.291 -4.804  0.743
H -1.457 0.733 -1.935  -0.159
H -2.223 0.035 -4.629  0.765
H -1.140 2.373 -3.542  0.434
H 0.871 2.900 -2.820  0.517
H 2.533 0.421 -3.287  0.806
H 1.449 2.256 -4.360  0.158
H -0.343 -3.287 -4.659  0.355
H 1.140 -0.788 -4.802  0.806
P -4.279 -0.322 -3.440  0.433
C -4.370 1.372 -2.760  -0.507
C -4.826 0.070 -5.143  -0.872
P 4.290 2.783 -1.669  -0.034
C 2.701 1.804 -1.610  -1.371
C 5.272 1.669 -2.769  -0.986
C 3.887 4.152 -2.841  -0.873
H -3.698 1.529 -1.900  -0.154
H -5.410 1.479 -2.418  0.519
H -4.161 2.116 -3.540  0.380
H -4.077 -0.275 -5.866  0.326
H -5.046 1.139 -5.266  0.348
H -5.748 -0.512 -5.285  0.452
H 4.247 3.930 -3.852  0.310
H 4.410 5.036 -2.454  0.370
H 2.808 4.343 -2.844  0.259
H 2.030 2.173 -0.823  0.092
H 1.550 -2.254 -3.937  0.887
H 6.308 1.695 -2.401  0.384
H 5.250 2.017 -3.809  0.345
H 4.887 0.644 -2.694  0.233
C -2.031 4.628 0.491  -1.174
S -1.537 3.328 -0.639  1.212
O -2.465 2.210 -0.352  -0.872
O -1.707 3.892 -1.983  -0.720
O -0.141 3.035 -0.271  -0.673
H -3.059 4.916 0.261  0.367
H -1.353 5.474 0.353  0.360
H -1.959 4.244 1.511  0.335

The HOMO-LUMO gap (alpha / beta) comes out at 4.554 / 4.009 eV. The net charge is +2. The energy relative to the best compared isomer or geometry (same formula, charge and spin) comes out at 36.1 kcal per mole. Its spin multiplicity is 4. The expectation value of S² is 3.886.



This record from the Open Molecules 2025 dataset describes a structure of composition C24H44P2Rh. The level of theory is ωB97M-V/def2-TZVPD.

Each line ends with the Mulliken charge.
Positions of all 71 atoms, in Å:
Rh -0.465 0.885 -1.612  -1.041
C -0.901 -1.898 3.020  0.553
C 0.374 -2.112 2.424  0.610
C 0.624 -0.561 4.102  0.371
C -0.749 -0.919 4.044  0.537
C 1.316 -1.301 3.110  0.573
C -2.173 -2.566 2.675  -1.441
H -2.049 -3.244 1.822  0.332
H -2.953 -1.832 2.417  0.255
H -2.556 -3.160 3.520  0.364
C -1.811 -0.407 4.925  -1.548
H -2.796 -0.496 4.452  0.359
H -1.639 0.649 5.174  0.390
H -1.850 -0.964 5.875  0.296
C 1.223 0.375 5.078  -1.559
H 1.450 -0.130 6.029  0.283
H 0.537 1.200 5.301  0.366
H 2.161 0.792 4.694  0.365
C 2.777 -1.257 2.868  -1.408
H 3.324 -1.869 3.603  0.338
H 3.158 -0.230 2.945  0.312
H 3.022 -1.640 1.872  0.294
C 0.678 -3.029 1.305  -1.272
H 1.063 -3.998 1.662  0.299
H 1.443 -2.597 0.643  0.190
H -0.214 -3.227 0.698  0.201
C -1.455 1.928 -2.970  -0.721
C -1.813 0.380 -2.846  -0.352
C -1.300 -0.525 -3.957  -0.944
C 0.216 -0.741 -3.856  -1.360
C 0.732 -0.188 -2.544  0.627
C 1.359 1.231 -2.492  -0.276
C 1.029 2.148 -3.676  -1.143
C -0.447 2.333 -4.050  -0.776
H -1.603 -0.123 -4.930  0.414
H 0.754 -0.338 -4.717  0.327
H -1.805 -1.491 -3.857  0.226
H -0.717 1.814 -4.975  0.205
H -2.450 2.344 -3.194  0.593
H -2.917 0.343 -2.800  0.616
H -0.632 3.396 -4.261  0.549
H 1.458 3.133 -3.476  0.490
H 2.397 0.892 -2.608  0.663
H 1.558 1.756 -4.547  0.365
H 0.425 -1.814 -3.867  0.407
H 1.344 -0.895 -1.966  0.265
P -2.681 -0.556 -0.894  1.153
C -4.196 0.384 -0.614  -1.251
C -2.847 -2.302 -1.307  -0.905
P 2.835 1.520 0.282  0.671
C 1.545 1.903 -1.060  -0.645
C 3.872 0.320 -0.642  -1.251
C 3.775 3.092 0.313  -1.260
H -4.011 1.084 0.216  0.341
H -5.009 -0.300 -0.341  0.438
H -4.451 0.956 -1.512  0.418
H -2.395 -2.525 -2.279  0.284
H -3.909 -2.576 -1.304  0.454
H -2.315 -2.881 -0.533  0.095
H 3.686 3.600 -0.654  0.371
H 4.827 2.903 0.563  0.400
H 3.339 3.726 1.101  0.326
H 1.429 3.003 -1.085  0.420
H -1.308 2.488 -1.982  0.733
H 4.707 0.002 -0.004  0.433
H 4.257 0.774 -1.564  0.441
H 3.261 -0.559 -0.890  0.265
C -0.863 0.948 0.532  -0.545
H 0.133 0.807 0.977  -0.215
H -1.569 0.176 0.914  0.318
H -1.238 1.969 0.705  0.317

The HOMO-LUMO gap (alpha / beta) comes out at 5.143 / 4.573 eV. The net charge is +1. Its spin multiplicity is 5. The expectation value of S² is 6.054.